# 1
C17H27BN2O9S in the gas phase at a distorted geometry, computed with ωB97M-V/def2-TZVPD.

```
57
Properties=species:S:1:pos:R:3:lowdin_charge:R:1
C -5.03 -1.34 0.36 0.10
C -4.17 -2.15 0.14 -0.15
C -2.98 -3.02 -0.08 -0.19
C -2.02 -2.27 -1.05 -0.17
C -0.51 -2.40 -0.70 -0.09
C 0.11 -1.22 0.08 -0.22
C 1.24 -1.91 0.91 -0.12
O 0.71 -2.49 2.11 -0.01
C 1.81 -2.85 2.88 -0.50
C 2.33 -1.78 3.85 0.03
O 2.34 -3.90 2.78 0.16
C -0.74 -0.57 1.20 -0.37
O -1.84 -0.73 1.56 0.23
O 0.17 0.40 1.70 -0.01
C 0.64 1.08 0.51 -0.35
C 2.04 1.57 1.00 -0.19
N 2.55 2.72 0.26 0.04
S -0.52 2.52 0.46 0.72
C -0.45 3.35 2.06 -0.10
O -0.16 3.50 -0.53 -0.29
O -1.90 2.10 0.27 -0.30
C 0.58 0.07 -0.68 -0.15
C -0.39 0.42 -1.86 -0.11
C 0.09 1.59 -2.76 -0.09
C -1.04 2.55 -3.22 -0.49
N -2.42 2.36 -2.88 0.12
O -0.72 3.50 -3.87 0.11
B 1.95 -0.25 -1.46 -0.60
O 2.86 0.72 -1.79 0.18
O 2.27 -1.55 -1.89 0.16
H -5.55 -0.43 0.52 0.03
H -2.50 -3.22 0.88 0.11
H -3.38 -3.94 -0.51 0.11
H -2.38 -1.24 -1.15 0.09
H -2.15 -2.73 -2.04 0.11
H -0.43 -3.28 -0.04 0.13
H 0.02 -2.66 -1.61 0.11
H 2.04 -1.20 1.18 0.13
H 1.71 -2.68 0.30 0.14
H 2.09 -2.05 4.88 0.09
H 1.88 -0.83 3.56 0.07
H 3.41 -1.67 3.70 0.09
H 2.75 0.74 1.07 0.13
H 1.87 1.89 2.03 0.11
H 3.52 2.55 0.05 0.08
H 2.43 3.59 0.76 0.07
H -1.01 2.79 2.82 0.08
H -1.02 4.27 1.89 0.08
H 0.57 3.57 2.38 0.06
H -0.48 -0.46 -2.51 0.13
H -1.39 0.61 -1.47 0.09
H 0.49 1.16 -3.68 0.13
H 0.84 2.24 -2.30 0.11
H -2.54 2.62 -1.90 0.07
H -2.64 1.36 -2.89 0.08
H 3.07 0.69 -2.73 0.13
H 1.66 -1.74 -2.62 0.11
```

- SMILES: C#CCCC[C@]1(COC(C)=O)C(=O)O[C@](CN)(S(C)(=O)=O)[C@@]1(CCC(N)=O)B(O)O
- Orbital gap: 9.55 eV
- Total charge: 0
- Multiplicity: 1


# 2
A molecular structure, C18H20F4N7ReTe, computed with ωB97M-V/def2-TZVPD.

```
51
Properties=species:S:1:pos:R:3:lowdin_charge:R:1
Re 0.49 0.59 -0.73 1.00
C 0.35 3.99 -0.28 -0.09
C 0.37 3.18 1.00 -0.25
N 1.15 1.90 0.97 -0.30
C 2.60 2.27 1.01 -0.28
C 3.57 1.10 1.13 -0.12
C 0.82 1.16 2.24 -0.16
C -0.37 0.26 2.02 -0.21
N -0.07 -0.56 0.85 -0.17
C -0.09 -1.94 0.96 -0.17
C 0.90 -2.74 0.39 -0.17
F 1.95 -2.15 -0.22 0.05
C 0.88 -4.12 0.46 -0.21
F 1.88 -4.80 -0.11 0.11
C -0.14 -4.79 1.13 0.09
C -1.13 -4.02 1.70 -0.21
F -2.15 -4.60 2.33 0.12
C -1.12 -2.64 1.62 -0.15
F -2.16 -1.96 2.12 0.10
H -0.29 4.86 -0.13 0.09
H 1.34 4.35 -0.56 0.08
H -0.03 3.42 -1.13 0.03
H 0.78 3.79 1.81 0.13
H -0.64 2.92 1.32 0.09
H 2.80 2.86 0.12 0.06
H 2.73 2.94 1.87 0.13
H 3.21 0.22 0.59 0.02
H 4.52 1.38 0.68 0.09
H 3.76 0.82 2.16 0.08
H 1.68 0.55 2.49 0.12
H 0.67 1.88 3.05 0.14
H -0.54 -0.34 2.91 0.13
H -1.28 0.84 1.87 0.10
H -0.15 -5.86 1.19 0.15
N -3.73 1.75 -1.03 0.07
C -2.58 2.03 -0.43 -0.10
N -1.66 1.16 -0.83 0.01
C -2.35 0.36 -1.70 -0.29
N -3.61 0.69 -1.85 0.17
C -1.66 -0.73 -2.39 -0.17
C -2.29 -1.61 -3.24 -0.03
N -1.63 -2.59 -3.84 0.13
C -0.33 -2.67 -3.59 -0.06
C 0.33 -1.78 -2.75 -0.11
N -0.34 -0.80 -2.14 -0.08
H -4.62 2.22 -0.94 0.18
H -2.45 2.84 0.27 0.14
H -3.36 -1.52 -3.43 0.13
H 0.23 -3.46 -4.08 0.13
H 1.39 -1.84 -2.57 0.08
Te 2.35 1.12 -2.29 0.44
```

- Orbital gap (alpha / beta): 6.58 / 6.72 eV
- Total charge: +1
- Multiplicity: 4


# 3
A molecular structure, Ca5O16P4 at a distorted geometry, computed with ωB97M-V/def2-TZVPD.

```
25
Properties=species:S:1:pos:R:3:lowdin_charge:R:1
Ca -1.65 -3.53 3.08 0.95
Ca 2.39 1.43 2.81 0.62
Ca 1.82 0.87 -3.31 1.01
Ca 1.63 -4.96 -1.12 1.47
Ca -3.11 1.93 -1.52 0.95
P -1.75 4.64 2.38 -0.19
O -1.98 4.71 0.92 -0.38
O -1.32 5.99 2.96 -0.30
O -0.92 3.38 2.80 -0.32
O -3.01 4.23 3.15 -0.19
P 1.17 -7.22 2.26 -0.13
O 2.31 -6.17 2.00 -0.36
O 0.53 -7.48 0.84 -0.53
O 0.56 -6.28 3.26 -0.38
O 1.99 -8.18 3.11 -0.39
P 0.07 4.80 -4.48 -0.25
O -0.84 4.99 -5.64 -0.10
O 1.38 4.83 -5.17 -0.27
O -0.15 3.53 -3.91 -0.41
O -0.56 6.09 -3.67 -0.21
P 0.30 -1.49 -0.11 -0.21
O -0.46 -2.96 0.03 -0.65
O 0.65 -1.05 1.35 -0.61
O -0.42 -0.45 -0.87 -0.54
O 1.35 -1.69 -1.16 -0.58
```

- Orbital gap: 2.23 eV
- Total charge: -2
- Multiplicity: 1


# 4
2 unconnected molecules or ions with the total composition C5H13N2 at a distorted geometry, computed with ωB97M-V/def2-TZVPD.

```
20
Properties=species:S:1:pos:R:3:lowdin_charge:R:1
C -1.14 -1.91 -0.05 -0.03
C 1.10 1.08 1.27 -0.02
C 0.97 1.17 -1.37 -0.04
C -2.06 0.22 -0.02 0.01
C 0.86 0.41 -0.09 -0.36
N -1.76 -0.93 0.59 -0.11
N 1.18 -0.86 -0.14 0.19
H -1.02 -2.83 0.30 0.03
H -0.94 -1.83 -1.14 0.10
H 0.62 2.11 1.44 0.13
H 0.67 0.64 2.14 0.07
H 2.08 1.18 1.56 0.06
H 0.81 0.65 -2.30 0.07
H 2.12 1.48 -1.55 0.16
H 0.21 2.00 -1.32 0.11
H -1.92 0.09 -1.11 0.10
H -2.68 0.87 0.53 0.07
H 1.37 -1.18 -1.07 0.14
H -1.91 -1.14 1.57 0.17
H 1.46 -1.21 0.75 0.13
```

- Orbital gap (alpha / beta): 7.37 / 7.36 eV
- Total charge: +1
- Multiplicity: 1


Number 1: DFT total energy -50984.6460 eV. Number 2: DFT total energy -49707.5361 eV. Number 3: DFT total energy -162098.2770 eV. Number 4: DFT total energy -8365.9663 eV.